1.
64
Properties=species:S:1:pos:R:3:forces:R:3:mulliken_charge:R:1 method="wB97M-V/def2-TZVPD" s_squared=0.930 orbital_gap_ev="5.13 / 6.39" total_energy_ha=-6583.38675 max_force_ev_per_a=2.4 charge=+1 multiplicity=2
Cr 0.3390 -0.1462 -0.4780 2.3 -0.3 0.4 0.32
C 1.4136 1.2128 1.8838 0.5 0.5 0.0 -0.53
C 1.3645 2.3883 0.9015 0.1 -0.3 0.6 -1.08
N 1.1474 1.9006 -0.4741 0.2 -0.3 -0.2 0.33
C 0.1510 2.7024 -1.1918 -0.1 0.2 -0.3 -1.44
C -1.2248 2.1940 -0.8636 0.1 0.2 0.0 0.95
C -2.3572 2.9845 -0.8008 -0.1 -0.2 0.0 -1.03
C -3.5820 2.3801 -0.5444 0.3 -0.3 0.0 -0.59
C -3.6349 0.9984 -0.3915 0.1 0.2 0.0 -1.09
C -2.4599 0.2699 -0.4627 -0.1 -0.1 0.0 0.95
C -2.3533 -1.2290 -0.3676 -0.4 -0.1 -0.2 -1.63
N -1.0696 -1.5727 0.2531 0.1 -0.1 -0.2 0.03
C -1.1299 -1.5558 1.7242 0.3 0.2 0.5 -0.87
C 0.1232 -0.8834 2.2823 -0.1 -0.5 0.4 -0.63
N 0.2469 0.3947 1.5886 -0.4 0.0 0.0 -0.15
N -1.2752 0.8684 -0.6632 -1.8 1.1 -0.5 1.28
H 1.4246 1.5852 2.9161 -0.1 -0.1 -0.1 0.43
H 2.3095 0.6049 1.7320 -0.2 0.1 0.0 0.26
H 2.2736 2.9942 0.9734 -0.2 0.0 0.0 0.53
H 0.5170 3.0251 1.1773 0.1 0.0 0.0 0.39
H 2.0216 1.9242 -1.0004 -0.2 -0.1 0.0 0.05
H 0.3178 2.5631 -2.2654 -0.1 0.0 0.1 0.06
H 0.2460 3.7710 -0.9700 0.0 -0.1 0.0 0.55
H -2.2894 4.0491 -0.9566 0.1 0.1 0.0 0.57
H -4.4763 2.9758 -0.4660 -0.1 0.1 0.0 0.47
H -4.5772 0.5004 -0.2248 0.0 -0.1 0.1 0.56
H -2.3559 -1.6241 -1.3908 0.0 0.1 0.1 0.47
H -3.2087 -1.6661 0.1620 0.1 0.1 0.0 0.52
H -0.7687 -2.5273 -0.0304 -0.1 0.1 -0.1 0.49
H -1.2083 -2.5700 2.1221 -0.1 0.1 0.0 0.49
H -2.0132 -0.9938 2.0463 0.0 -0.1 0.0 0.35
H 0.9939 -1.5062 2.0545 -0.1 0.2 0.1 0.28
H 0.0432 -0.7634 3.3697 0.0 0.0 -0.1 0.46
H -0.5824 0.9499 1.8203 0.1 -0.1 -0.2 0.35
N 0.9286 -3.9366 1.0926 0.1 -0.3 0.2 -0.43
N 0.2646 -3.9715 -0.1834 0.1 -0.5 -0.2 -0.59
H 1.8323 -4.4132 1.0626 -0.3 0.1 -0.1 0.24
H 0.3481 -4.4395 1.7616 0.1 0.1 -0.2 0.24
H 0.0635 -4.9238 -0.5036 0.2 0.3 0.1 0.26
H 0.9066 -3.5583 -0.8605 -0.1 0.0 0.1 0.12
C 3.2423 -0.2022 -3.9014 -0.2 0.2 0.0 -0.83
S 2.2996 1.2745 -3.4249 0.1 0.0 -0.4 -0.07
C 0.7799 0.9849 -4.2773 -0.1 0.0 0.2 -0.20
C -0.1246 0.0412 -3.9263 -0.1 0.5 -0.4 0.36
S 0.0350 -1.1140 -2.6637 -0.1 -0.5 0.8 -0.54
S -1.5375 -0.0911 -4.9714 0.6 0.4 0.0 -0.02
C -1.0787 1.1644 -6.1058 -0.1 0.0 -0.1 0.09
S -1.9553 1.5155 -7.4315 0.0 0.1 0.1 -0.18
S 0.4031 1.9817 -5.6733 -0.2 -0.4 0.1 -0.06
H 4.1852 -0.1475 -3.3664 0.1 0.0 0.0 0.35
H 3.4084 -0.1797 -4.9742 0.1 -0.1 0.0 0.39
H 2.6886 -1.0861 -3.5972 0.0 -0.1 0.0 0.20
Se 2.4534 -1.3296 -0.3518 0.1 -0.2 -0.6 -0.14
C 4.2547 -0.6574 -0.1406 -0.4 0.1 0.2 0.37
C 4.5562 0.6455 0.2326 0.0 0.0 -0.1 0.36
C 5.8717 1.0280 0.4274 0.0 0.1 0.0 -0.83
C 6.9002 0.1255 0.2235 0.0 0.0 0.0 -0.50
C 6.6076 -1.1694 -0.1771 0.1 0.0 0.0 -0.67
C 5.2944 -1.5633 -0.3488 -0.4 -0.1 0.0 -0.84
H 3.7753 1.3770 0.3636 -0.1 0.1 0.1 0.22
H 6.0862 2.0380 0.7449 0.1 0.1 0.0 0.40
H 7.9235 0.4335 0.3687 0.1 0.0 0.0 0.39
H 7.4090 -1.8726 -0.3555 0.0 0.0 0.0 0.40
H 5.0575 -2.5759 -0.6445 0.0 0.0 0.0 0.40

***

2.
13
Properties=species:S:1:pos:R:3:forces:R:3:mulliken_charge:R:1 method="wB97M-V/def2-TZVPD" orbital_gap_ev=11.38 total_energy_ha=-323.73785 max_force_ev_per_a=2.4 e_above_lowest_kcal_mol=27.1
C 1.2472 0.6212 0.4976 -0.1 0.0 0.0 -1.07
C 0.5866 0.9202 -0.8443 0.0 0.5 0.0 -0.20
O -0.2639 -0.1154 -1.3071 -0.4 0.6 -0.2 -0.46
C -1.3901 -0.4031 -0.4746 0.3 0.6 -0.3 0.54
N -1.1081 -1.6791 -0.1690 0.1 0.2 -0.1 -0.35
O -2.2682 0.3680 -0.1962 0.5 -0.4 -0.1 -0.55
H 1.8777 -0.2753 0.4605 -0.1 0.1 -0.1 0.28
H 0.5008 0.4854 1.2877 0.1 0.0 -0.1 0.30
H 1.8858 1.4664 0.7771 -0.1 -0.1 0.0 0.36
H -0.0296 1.8161 -0.7918 0.2 0.3 0.1 0.32
H 1.3469 1.0460 -1.6218 -0.2 0.0 0.1 0.29
H -1.7093 -2.3212 0.3341 0.5 0.2 -0.3 0.20
H -0.2008 -1.7117 -0.6720 -0.7 -2.1 1.0 0.33

***

3.
9
Properties=species:S:1:pos:R:3:forces:R:3:mulliken_charge:R:1 method="wB97M-V/def2-TZVPD" orbital_gap_ev=7.39 total_energy_ha=-607.07129 max_force_ev_per_a=4.7 e_above_lowest_kcal_mol=23.0
S 2.8426 -0.1880 0.0366 -2.2 0.8 -0.6 -0.19
C 1.1967 -0.1068 -0.2208 3.1 -1.7 0.9 0.11
C 0.2362 1.0011 -0.1987 0.2 1.9 0.5 -0.24
C -0.9271 0.4018 0.0375 -3.2 2.5 2.0 -0.11
C -0.6960 -1.0205 -0.0130 -4.3 -1.8 0.4 -0.04
N 0.4810 -1.4081 -0.1183 2.2 1.1 -0.9 -0.44
H 0.4013 2.1193 -0.0984 0.2 -1.8 -0.3 0.34
H -1.9455 0.9110 0.5494 2.9 -1.4 -2.0 0.24
H -1.5892 -1.7098 0.0258 1.2 0.4 0.1 0.34

***

4.
120
Properties=species:S:1:pos:R:3:forces:R:3:mulliken_charge:R:1 method="wB97M-V/def2-TZVPD" orbital_gap_ev=6.78 total_energy_ha=-4067.71581 max_force_ev_per_a=4.0 e_above_lowest_kcal_mol=0.0
F 1.4780 -1.7223 1.9592 0.3 -1.1 1.1 -0.16
C 2.0535 -2.6845 2.7451 1.8 0.0 -0.2 0.89
F 1.7118 -2.4452 4.0586 0.0 -0.2 -1.6 -0.24
F 3.4243 -2.4689 2.6690 -1.8 -0.2 0.1 -0.28
O 1.8433 -3.9647 2.3344 -0.4 1.3 1.0 -0.35
C 0.4440 -4.3639 2.4128 -1.8 -0.2 -1.0 -0.62
C -0.2331 -4.1054 1.0296 -1.3 0.7 -1.7 0.76
C -0.0169 -4.9029 -0.1783 -1.1 1.3 0.2 -1.01
C -0.6882 -4.5914 -1.4514 -0.4 1.4 1.4 -0.32
C -1.5893 -3.4214 -1.5785 1.9 -1.5 3.0 0.23
C -1.7628 -2.6283 -0.3388 0.4 -0.7 -1.2 0.52
C -1.1285 -2.9498 0.9245 0.5 -1.3 -1.6 -0.20
S -2.8517 -1.1606 -0.5126 0.8 -0.4 -0.6 -0.41
C -2.3979 -0.6151 -2.2020 0.6 -0.5 -1.3 0.61
C -2.2777 0.8207 -2.5466 0.3 -2.3 -0.6 0.35
C -2.5119 1.8373 -1.3912 -0.4 0.7 -0.7 -1.02
C -1.7893 3.2342 -1.5650 0.3 -1.0 0.6 -0.46
C -0.2924 3.1475 -2.0447 0.0 1.8 -0.7 -0.10
S 0.6554 1.7745 -1.2688 0.4 -0.1 -0.5 0.37
C 2.4302 2.2853 -1.2901 0.4 1.6 1.0 -0.45
S 3.0100 3.0999 0.0300 -0.4 -0.8 -1.3 -0.16
N 3.3371 1.9737 -2.3792 -1.6 -1.8 -0.2 0.22
C 2.6562 2.0056 -3.6623 -1.6 1.3 -2.9 -0.19
C 2.3067 0.8525 -4.4864 -0.3 1.5 -0.7 0.06
C 1.6244 1.0270 -5.7755 0.1 1.9 0.6 -0.69
C 1.2207 2.3537 -6.2847 1.3 -0.2 2.7 -0.52
C 1.5440 3.5184 -5.4370 0.7 -1.9 0.8 -0.35
C 2.2544 3.3403 -4.1628 -0.3 -1.7 -1.1 -0.38
C 4.0862 0.7532 -2.1607 2.4 -3.0 0.9 0.25
C 3.9344 -0.1145 -0.9762 1.3 -0.4 -1.3 -0.09
C 4.7472 -1.3293 -0.7872 0.3 1.0 -1.7 -0.48
C 5.7267 -1.7685 -1.7736 -1.8 2.7 -0.2 -0.58
C 5.8930 -0.9051 -2.9689 -1.1 -0.4 2.1 -0.50
C 5.1164 0.3105 -3.1332 -0.2 -0.7 0.9 -0.03
C -1.9538 1.1505 -3.9316 -0.2 -1.1 0.5 -0.43
C -1.7204 0.1184 -4.9394 -0.8 -0.6 2.7 -0.85
C -1.8292 -1.2916 -4.5448 0.0 1.4 0.7 -0.68
C -2.1664 -1.7037 -3.1673 0.3 2.9 -1.5 0.42
N -2.2431 -3.1013 -2.8191 0.9 1.3 0.9 -0.24
H 0.3729 -5.4476 2.7110 0.5 1.1 -0.4 0.44
H -0.1398 -3.7802 3.1793 0.9 -0.5 -0.6 0.08
H 0.6890 -5.7671 -0.0909 -0.8 0.8 -0.4 0.38
H -0.5016 -5.2282 -2.3478 -0.1 0.6 1.0 0.06
H -1.3119 -2.3263 1.8330 0.1 -0.5 -1.0 0.09
H -2.2607 1.4375 -0.3708 0.0 0.0 -1.2 0.38
H -3.6243 2.0455 -1.3598 1.1 -0.2 0.1 0.40
H -2.3866 3.8678 -2.2677 0.8 -0.4 0.5 0.25
H -1.8007 3.7211 -0.5557 -0.1 -0.5 -1.2 0.22
H 0.2149 4.1114 -1.7353 -0.5 -1.0 -0.2 0.43
H -0.2466 3.1477 -3.1721 0.2 -0.5 1.3 -0.15
H 2.6006 -0.1635 -4.1410 -0.4 0.9 -0.4 0.47
H 1.3771 0.1488 -6.4257 0.4 0.8 0.9 0.33
H 0.6754 2.4679 -7.2549 0.7 -0.1 1.1 0.38
H 1.2787 4.5664 -5.7245 0.2 -1.2 0.1 0.35
H 2.5217 4.2332 -3.5472 -0.3 -0.9 -0.6 0.39
H 3.2173 0.1280 -0.1615 0.6 -0.1 -0.8 0.22
H 4.5978 -1.9205 0.1452 0.0 0.6 -0.9 0.28
H 6.3017 -2.7038 -1.6041 -0.4 0.9 -0.3 0.37
H 6.6540 -1.2639 -3.7068 -0.9 0.8 0.5 0.32
H 5.2986 0.9097 -4.0610 -0.3 -0.5 1.0 0.35
H -1.8751 2.2352 -4.2065 -0.1 -1.3 0.2 0.24
H -1.4608 0.4254 -5.9790 -0.3 -0.5 1.0 0.43
H -1.6220 -2.0437 -5.3477 -0.3 0.5 1.0 0.23
H -1.8913 -3.6760 -3.5895 -0.2 0.2 0.5 0.22
C -2.4738 -9.7660 -4.7978 0.1 0.0 -0.2 -0.98
C -2.5923 -8.6088 -3.8278 -0.1 -0.2 -0.2 -0.35
O -1.3004 -8.1034 -3.4654 0.1 0.1 0.5 -0.35
C -0.6237 -7.1810 -4.1711 0.3 -0.1 -0.3 0.90
C -1.0787 -6.8557 -5.5708 -0.4 0.5 0.0 -1.22
O 0.3724 -6.6832 -3.7099 -0.3 -0.3 0.0 -0.60
H -2.0092 -9.4587 -5.7365 -0.1 0.0 0.0 0.27
H -3.4577 -10.1825 -5.0203 0.0 0.0 0.0 0.36
H -1.8461 -10.5536 -4.3763 -0.1 0.0 0.1 0.30
H -3.2336 -7.8098 -4.2039 0.1 0.0 -0.1 0.31
H -3.0478 -8.9605 -2.9019 0.2 0.1 0.1 0.34
H -0.5484 -7.4949 -6.2764 0.0 0.0 0.0 0.31
H -0.8322 -5.8136 -5.7775 0.2 -0.2 0.0 0.30
H -2.1524 -6.9526 -5.7191 0.0 -0.2 -0.1 0.39
C 0.3454 8.3568 0.0935 0.0 0.0 0.2 -1.01
C -0.4291 7.8546 -1.1071 0.1 0.2 0.2 -0.42
O -1.1077 6.6280 -0.8082 0.0 -0.4 -0.4 -0.33
C -2.3285 6.5545 -0.2431 -0.3 0.1 0.4 0.90
C -2.9154 7.7901 0.3888 -0.3 0.4 -0.4 -1.28
O -2.8976 5.4954 -0.1847 0.1 0.6 0.0 -0.53
H -0.3154 8.5877 0.9310 0.0 0.1 -0.1 0.28
H 0.9070 9.2574 -0.1612 0.0 0.0 0.0 0.38
H 1.0443 7.5938 0.4421 0.0 0.0 -0.1 0.30
H -1.1228 8.5996 -1.5010 -0.1 0.0 0.1 0.36
H 0.2676 7.6239 -1.9138 -0.1 -0.2 0.0 0.34
H -2.6469 7.8130 1.4449 0.0 0.0 0.0 0.28
H -4.0005 7.7388 0.2965 0.1 -0.2 0.2 0.33
H -2.6100 8.7182 -0.0905 0.2 0.0 0.2 0.37
C -3.2223 1.1794 4.8380 0.2 0.0 -0.2 -0.92
C -3.5435 -0.0809 5.6136 0.1 0.4 -0.1 -0.42
O -3.1267 -1.2515 4.8954 -0.3 -0.5 0.0 -0.36
C -1.8902 -1.7692 4.9528 0.4 0.2 -0.1 0.65
C -0.7842 -0.9440 5.5538 0.1 -0.1 0.7 -0.99
O -1.6649 -2.8480 4.4595 -0.4 0.2 0.0 -0.62
H -2.1477 1.2981 4.6899 0.0 0.0 0.1 0.23
H -3.5967 2.0593 5.3637 0.0 0.0 0.0 0.36
H -3.6773 1.1423 3.8459 -0.1 0.0 0.1 0.31
H -3.1255 -0.0708 6.6216 0.1 0.0 -0.1 0.37
H -4.6245 -0.1679 5.7280 0.1 -0.2 -0.1 0.33
H -0.2938 -0.3734 4.7649 0.0 0.0 0.0 0.21
H -0.0603 -1.6209 6.0089 0.0 0.0 -0.3 0.40
H -1.1148 -0.2733 6.3444 0.0 0.2 -0.2 0.42
C 2.5459 0.5054 8.4101 -0.1 0.0 0.2 -0.95
C 2.2926 1.4958 7.2926 0.1 -0.2 0.2 -0.43
O 0.9295 1.9412 7.2953 -0.2 0.0 -0.5 -0.35
C 0.4650 2.9659 8.0353 -0.1 0.1 0.4 0.76
C 1.3234 3.5073 9.1495 0.4 0.5 -0.2 -1.00
O -0.6481 3.3843 7.8495 0.2 -0.3 -0.2 -0.57
H 2.3906 0.9574 9.3915 0.1 0.0 0.0 0.29
H 3.5682 0.1265 8.3628 0.0 0.0 0.0 0.38
H 1.8553 -0.3372 8.3362 0.1 0.0 -0.1 0.25
H 2.9810 2.3423 7.3179 -0.1 0.0 0.1 0.37
H 2.4456 1.0012 6.3327 -0.2 0.1 0.0 0.34
H 1.0769 2.9876 10.0752 0.0 0.0 0.0 0.26
H 1.1034 4.5688 9.2656 -0.2 -0.2 0.1 0.31
H 2.3922 3.4344 8.9579 0.0 -0.2 0.1 0.33

***

5.
15
Properties=species:S:1:pos:R:3:forces:R:3:mulliken_charge:R:1 method="wB97M-V/def2-TZVPD" orbital_gap_ev=9.34 total_energy_ha=-304.74559 max_force_ev_per_a=0.5 e_above_lowest_kcal_mol=56.4
C -1.0998 -2.5360 0.3673 0.0 0.1 0.0 -0.84
C -1.0880 -1.2411 0.2249 -0.1 0.0 0.0 0.17
C -1.0595 0.0626 0.0541 0.1 -0.4 0.0 0.51
N -2.2068 0.8988 0.1094 -0.1 0.0 -0.1 -0.60
C 0.2342 0.7708 -0.1022 0.2 -0.2 0.0 -0.31
N 1.3444 0.1671 -0.0392 -0.4 0.3 0.0 -0.28
C 2.5520 0.9494 -0.1466 0.2 0.1 0.0 -0.65
H -0.9826 -3.0203 1.3348 -0.1 0.1 -0.1 0.24
H -1.2138 -3.1831 -0.4996 0.1 0.0 0.1 0.23
H -3.0564 0.3467 0.1365 0.1 0.1 0.0 0.28
H -2.2520 1.5144 -0.6967 0.0 0.0 0.1 0.24
H 0.1568 1.8624 -0.2476 0.1 -0.1 0.0 0.26
H 3.1932 0.5180 -0.9225 -0.1 0.1 0.1 0.23
H 2.3778 2.0141 -0.3722 0.0 -0.1 0.0 0.30
H 3.1004 0.8762 0.7996 -0.1 0.0 -0.1 0.23

***

6.
54
Properties=species:S:1:pos:R:3:forces:R:3:mulliken_charge:R:1 method="wB97M-V/def2-TZVPD" orbital_gap_ev=7.36 total_energy_ha=-1607.24367 max_force_ev_per_a=8.7 charge=+1
C 2.6760 -1.6160 -1.3436 -0.1 -1.1 0.2 -0.85
C 3.9411 -1.6666 -0.3032 -0.8 -0.1 -0.9 0.39
F 3.8538 -2.9738 0.4388 0.3 3.2 -1.5 -0.35
C 3.9781 -0.4692 0.8134 2.3 -3.2 1.7 -0.40
N 3.0003 0.6807 0.7459 -0.3 0.8 2.8 0.02
C 3.7549 2.0102 0.5554 1.4 1.0 -2.6 -0.52
C 5.2873 1.5646 0.1309 0.1 -0.5 1.1 -0.58
C 5.4864 0.1526 0.9757 0.6 1.2 -1.0 -0.33
C 6.0826 0.4671 2.4711 0.4 -0.2 -0.3 -0.39
C 7.7366 0.6315 2.3058 2.0 5.4 -0.4 -0.03
O 8.3422 1.8167 2.1004 -4.1 -7.6 1.2 -0.46
H 2.7454 -0.7719 -2.1591 0.0 -1.5 1.8 0.31
H 2.6918 -2.6462 -1.9394 0.0 2.3 1.4 0.37
H 1.6315 -1.5693 -0.7767 2.4 0.0 -1.2 -0.07
H 4.9481 -1.6404 -0.9115 -2.0 -0.4 1.4 0.29
H 3.7970 -1.0211 1.8292 -0.1 0.9 -2.0 0.23
H 2.7139 0.7797 1.7649 0.1 -0.4 -1.5 0.47
H 2.0727 0.5676 0.2821 1.1 -0.2 -0.4 0.31
H 3.6767 2.6358 1.5611 0.2 -1.3 -2.5 0.33
H 3.3720 2.5257 -0.4380 0.2 -0.7 2.6 0.31
H 5.4452 1.2379 -0.9993 -0.8 1.3 2.3 0.30
H 5.9948 2.4683 0.4443 -1.3 -2.3 -0.8 0.34
H 6.2807 -0.5199 0.4025 -1.9 1.3 1.2 0.41
H 5.9266 -0.4166 3.2359 0.2 1.7 -1.6 0.33
H 5.5652 1.4446 2.8616 1.3 -1.8 -0.5 0.29
H 8.3689 -0.3670 2.4293 -1.2 2.1 -0.4 0.31
C -3.7524 -2.9983 -0.2983 0.1 0.5 -0.3 -1.04
C -3.2752 -3.9650 0.4883 -1.6 -1.2 0.6 0.46
C -1.8237 -4.0563 0.8079 0.7 -0.7 0.6 0.66
O -1.4175 -4.9445 1.5490 -0.5 0.7 -0.6 -0.59
C -0.9216 -3.0620 0.2063 0.0 0.0 0.1 -0.69
C -1.3984 -2.0975 -0.5831 1.3 0.5 -0.2 0.48
C -2.8532 -1.9900 -0.8802 -1.2 0.2 -0.4 0.61
O -3.2638 -1.0815 -1.5945 0.8 -0.5 0.4 -0.51
O -0.5559 -1.1614 -1.1540 -1.5 -0.5 0.3 -0.51
O -4.1140 -4.9178 1.0367 1.9 1.1 -0.4 -0.56
H -4.8054 -2.9188 -0.5371 0.1 0.0 0.0 0.50
H 0.1333 -3.1506 0.4325 0.0 -0.1 0.0 0.46
H -1.1394 -0.5712 -1.6791 0.1 -0.2 0.1 0.32
H -3.5313 -5.5043 1.5666 -0.3 0.2 -0.2 0.35
C -5.2573 3.5048 -1.9643 -0.1 0.3 0.2 -0.78
C -5.2303 2.1708 -1.9866 1.4 -0.4 -1.3 0.35
C -6.1727 1.3640 -1.1628 -0.6 -0.9 0.5 0.91
O -6.1367 0.1399 -1.2186 0.2 0.9 -0.1 -0.56
C -7.1209 2.0831 -0.2977 0.2 -0.4 -0.1 -0.96
C -7.1454 3.4170 -0.2729 -1.4 0.5 1.3 0.39
C -6.2218 4.2232 -1.1174 0.5 1.0 -0.5 0.90
O -6.2805 5.4479 -1.0868 -0.2 -0.9 0.2 -0.60
O -8.0322 4.0991 0.5398 1.5 -0.2 -1.4 -0.56
O -4.3247 1.4885 -2.7782 -1.5 0.3 1.3 -0.58
H -4.5795 4.1035 -2.5597 -0.1 0.0 0.0 0.42
H -7.7882 1.4846 0.3092 0.0 0.0 0.0 0.43
H -7.8550 5.0514 0.3777 -0.1 -0.4 0.1 0.35
H -4.5060 0.5363 -2.6206 0.2 0.2 0.0 0.32